C49H55N4O | ωB97M-V/def2-TZVPD

Computed properties:
HOMO-LUMO gap: 0.2045 hartree
net charge: +1
HOMO: -9.07 eV
DFT total energy: -2194.157844 hartree

Last column: Mulliken charge in e.
Element x y z (Å)
C 5.223091 -3.915444 -2.977692  -1.02
N 4.824689 -2.658961 -3.669241  0.03
C 5.621940 -2.367546 -4.863906  -0.99
C 3.717670 -1.949830 -3.281768  1.57
C 3.310126 -0.737913 -3.945278  -0.92
C 2.242571 0.014459 -3.457089  -0.57
C 1.546514 -0.376258 -2.279807  -0.66
C 0.561309 0.529154 -1.546774  -0.32
C -0.787835 -0.053454 -1.591243  -0.19
C -1.975464 0.484077 -2.060341  0.07
C -3.170120 -0.289039 -2.407310  0.63
C -4.410955 0.377035 -2.628281  -0.70
C -5.562611 -0.321010 -2.923387  -0.38
C -5.567139 -1.732721 -3.039744  -0.44
N -6.730926 -2.428293 -3.388614  0.22
C -6.945164 -2.832732 -4.754226  -0.99
C -7.513905 -3.171582 -2.414955  -0.91
C -4.348860 -2.403840 -2.795882  -0.10
C -3.174618 -1.696452 -2.518089  -0.71
C 1.807664 -1.659527 -1.720804  -0.55
C 2.910521 -2.392462 -2.164933  -0.33
H 5.252733 -3.794642 -1.871499  0.31
H 4.552544 -4.777994 -3.233349  0.30
H 6.231870 -4.174501 -3.325935  0.32
H 5.523735 -1.359358 -5.262762  0.31
H 6.687316 -2.487113 -4.605105  0.33
H 5.446141 -3.089824 -5.690307  0.33
H 3.864939 -0.331735 -4.807910  0.10
H 1.909125 0.930121 -4.001644  0.36
H 0.604805 1.607083 -1.804075  0.79
H -0.844765 -1.090248 -1.247409  -0.05
H -2.059923 1.569159 -2.220456  0.25
H -4.426856 1.466507 -2.588241  0.38
H -6.517499 0.192418 -3.059043  0.43
H -6.542292 -2.094450 -5.441705  0.31
H -6.458965 -3.786415 -4.972406  0.33
H -8.013513 -2.956696 -4.948652  0.32
H -7.539245 -2.633497 -1.457858  0.26
H -8.552004 -3.301560 -2.764453  0.33
H -7.098875 -4.180768 -2.240378  0.29
H -4.320868 -3.494772 -2.821328  0.59
H -2.217906 -2.231591 -2.435219  0.47
H 1.185019 -2.028770 -0.898926  0.36
H 3.138564 -3.295136 -1.599434  0.37
C 5.657305 4.346527 2.727669  -1.58
C 4.394107 3.591623 2.997148  0.57
C 4.386829 2.192782 2.920294  -0.52
C 3.231037 1.448900 3.217526  0.07
C 3.241506 -0.043836 3.313738  -1.04
C 2.046038 2.175459 3.396173  0.21
N 0.787579 1.495745 3.428943  1.33
C 0.155786 0.801583 2.433240  -1.03
C 0.613025 0.243524 1.163293  -0.69
C 1.315374 1.015201 -0.032240  3.77
C 2.781191 0.532810 -0.036213  -2.92
C 1.316322 2.512230 0.124494  0.04
C 0.135768 3.058592 0.582082  -0.11
C -0.058582 4.451643 0.605446  -0.69
C 1.006904 5.301524 0.288341  -0.63
C 2.220334 4.741343 -0.118399  -0.95
C 2.401597 3.356102 -0.222157  -0.20
O 0.507661 -0.983858 0.947052  -0.56
N -0.887715 0.149051 3.016025  1.10
C -1.758366 -0.824451 2.449957  -0.42
C -2.712481 -0.434985 1.493679  0.84
C -2.893390 0.978138 1.031439  -1.38
C -3.517944 -1.420393 0.923973  -0.08
C -3.335006 -2.759525 1.244231  0.47
C -4.074217 -3.815772 0.463807  -1.51
C -2.434183 -3.099490 2.267898  -1.36
C -1.655687 -2.134987 2.914158  0.99
C -0.720685 -2.562821 3.999406  -1.49
C -1.013227 0.561369 4.339306  -1.29
C -0.000128 1.404425 4.588289  -0.65
C 2.029411 3.570647 3.565560  1.17
C 0.773233 4.322333 3.902917  -1.70
C 3.210649 4.279826 3.289592  -1.14
H 5.521904 5.408549 2.936095  0.39
H 6.490197 3.987800 3.343255  0.38
H 5.963558 4.237900 1.681035  0.32
H 5.304269 1.672343 2.632631  0.44
H 2.945862 -0.394716 4.311265  0.33
H 2.564363 -0.523934 2.587085  0.14
H 4.250436 -0.429285 3.105911  0.34
H 3.254411 0.826053 -0.999178  0.86
H 3.339369 0.996036 0.825308  0.12
H 2.841076 -0.576710 0.062761  0.36
H -0.634984 2.350977 0.929566  -0.01
H -1.036910 4.818709 0.903976  0.46
H 0.903368 6.377024 0.447356  0.43
H 3.057462 5.402931 -0.362298  0.44
H 3.376577 2.951027 -0.532189  0.42
H -3.897301 1.100153 0.574172  0.54
H -2.797695 1.715266 1.839441  0.41
H -2.185903 1.210793 0.213066  -0.07
H -4.288367 -1.129752 0.185568  0.37
H -4.133501 -4.759688 1.018387  0.45
H -5.094378 -3.485656 0.212033  0.29
H -3.572444 -4.014449 -0.498224  0.20
H -2.307774 -4.141832 2.562486  0.38
H -0.874655 -3.636217 4.147653  0.45
H 0.333450 -2.451493 3.721210  0.25
H -0.865973 -2.090033 4.978701  0.34
H -1.778016 0.120228 4.969071  0.76
H 0.268725 1.923665 5.506253  0.77
H 0.977622 5.405848 3.907904  0.39
H -0.008104 4.168295 3.140552  0.31
H 0.348759 4.053242 4.884822  0.37
H 3.202019 5.381762 3.265088  0.27

Atoms 1-6, force components in eV/Å:
-0.49 0.26 -0.25
0.65 -0.72 0.12
0.47 -0.55 -0.01
-0.86 0.55 0.45
0.19 -0.39 0.25
-0.51 0.02 0.82

---

C49H58BN3 | ωB97M-V/def2-TZVPD

Computed properties:
HOMO-LUMO gap: 0.3451 hartree
HOMO: -9.03 eV
structure (SMILES): C#CCCCBCC(N)(N)N.c1ccccc1.c1ccccc1.c1ccccc1.c1ccccc1.c1ccccc1.c1ccccc1.c1ccccc1
DFT total energy: -2090.800572 hartree

Last column: Mulliken charge in e.
Element x y z (Å)
C 3.240495 5.351837 -0.322969  -0.51
C 2.782701 4.115893 -0.872362  -0.15
C 2.605379 2.625840 -1.611200  -0.19
C 2.180884 1.440167 -0.551148  0.37
C 3.481128 1.140300 0.418461  -0.57
B 4.421314 -0.136137 -0.128272  0.80
C 6.055175 -0.029199 -0.320420  -0.70
C 6.559146 -0.022160 -1.887797  0.53
N 7.966278 0.605730 -1.881029  -0.74
N 5.707076 0.813532 -2.820096  -0.65
N 6.724066 -1.397071 -2.502167  -0.65
H 3.847420 6.366946 -0.159071  0.32
H 1.862045 2.686144 -2.525138  0.39
H 3.651789 2.295564 -2.068615  0.05
H 1.968556 0.470500 -1.214139  -0.04
H 1.183029 1.650051 0.030026  -0.07
H 4.168359 2.085601 0.481722  0.17
H 3.120633 0.815676 1.489901  -0.01
H 3.812192 -1.145189 -0.327782  -0.26
H 6.571655 -0.911943 0.265243  0.19
H 6.463895 0.970152 0.187805  0.10
H 8.224226 0.815244 -2.875844  0.30
H 7.948081 1.490184 -1.325921  0.28
H 5.993415 1.804693 -2.632008  0.29
H 5.916657 0.626490 -3.833718  0.25
H 7.102899 -2.050855 -1.782082  0.29
H 5.850096 -1.750384 -2.950659  0.26
C 1.221202 -4.370308 -0.496541  -0.72
C 1.179598 -2.989344 -0.306870  -0.05
C 0.817568 -2.465641 0.933888  -0.34
C 0.506410 -3.323993 1.988843  -0.57
C 0.551683 -4.705020 1.800165  -0.38
C 0.904707 -5.228621 0.556718  -0.40
H 1.500084 -4.778050 -1.464640  0.38
H 1.428746 -2.320634 -1.127016  0.50
H 0.778733 -1.389529 1.079446  0.34
H 0.229008 -2.916094 2.957233  0.39
H 0.310747 -5.373799 2.622865  0.41
H 0.934515 -6.304513 0.408542  0.39
C 5.207988 1.978546 3.683974  0.07
C 5.166384 3.359510 3.873646  -0.57
C 4.804355 3.883212 5.114404  -0.37
C 4.493197 3.024861 6.169359  -0.47
C 4.538470 1.643833 5.980681  -0.41
C 4.891493 1.120232 4.737233  -0.52
H 5.486871 1.570803 2.715876  0.37
H 5.415533 4.028219 3.053500  0.36
H 4.765520 4.959325 5.259962  0.37
H 4.215794 3.432759 7.137748  0.38
H 4.297534 0.975054 6.803380  0.37
H 4.921301 0.044340 4.589058  0.38
C -2.895657 -4.472001 -2.946306  -0.57
C -1.990032 -3.918427 -2.041780  -0.24
C -2.301152 -3.870542 -0.683207  -0.22
C -3.514991 -4.385767 -0.227515  -0.64
C -4.418987 -4.942753 -1.131641  -0.28
C -4.111808 -4.982191 -2.491432  -0.50
H -2.654292 -4.506047 -4.005469  0.39
H -1.041261 -3.523213 -2.396078  0.42
H -1.598178 -3.433061 0.020461  0.47
H -3.755523 -4.352978 0.831816  0.41
H -5.364185 -5.345697 -0.776136  0.41
H -4.818677 -5.411186 -3.196192  0.38
C -3.090265 0.077337 -3.155428  -0.80
C -2.876237 1.324127 -3.742348  -0.24
C -1.931240 2.196578 -3.203254  -0.81
C -1.192531 1.817764 -2.081949  -0.06
C -1.403951 0.569411 -1.497309  -0.73
C -2.355574 -0.299299 -2.030883  -0.08
H -3.829255 -0.600962 -3.573815  0.40
H -3.447025 1.616457 -4.620203  0.49
H -1.769470 3.170670 -3.656782  0.48
H -0.452576 2.495566 -1.664620  0.46
H -0.827030 0.273712 -0.624455  0.42
H -2.523910 -1.269526 -1.571849  0.45
C -0.448718 3.977776 1.775121  -0.29
C -1.411171 3.931583 2.783247  -0.61
C -1.035707 3.638988 4.094057  -0.38
C 0.305029 3.402084 4.398721  -0.56
C 1.267976 3.451999 3.391186  -0.29
C 0.891187 3.735441 2.078694  -0.01
H -0.742190 4.202477 0.753051  0.42
H -2.454930 4.122974 2.546979  0.37
H -1.786787 3.596455 4.878139  0.36
H 0.598491 3.178875 5.421057  0.41
H 2.312989 3.268959 3.629082  0.39
H 1.640892 3.768804 1.293063  0.18
C -5.542630 -6.711009 2.497527  -0.27
C -4.637006 -6.157435 3.402053  -0.31
C -4.948126 -6.109550 4.760626  -0.46
C -6.161964 -6.624775 5.216318  -0.36
C -7.065960 -7.181760 4.312192  -0.36
C -6.758782 -7.221198 2.952401  -0.45
H -5.301266 -6.745054 1.438364  0.35
H -3.688235 -5.762220 3.047755  0.45
H -4.245151 -5.672069 5.464294  0.35
H -6.402497 -6.591986 6.275649  0.35
H -8.011159 -7.584705 4.667697  0.35
H -7.465651 -7.650193 2.247641  0.36
C -6.175414 4.373419 -6.304412  -0.41
C -5.961386 5.620209 -6.891332  -0.38
C -5.016390 6.492659 -6.352239  -0.36
C -4.277680 6.113846 -5.230934  -0.47
C -4.489100 4.865493 -4.646294  -0.28
C -5.440724 3.996782 -5.179867  -0.39
H -6.914404 3.695120 -6.722800  0.36
H -6.532174 5.912539 -7.769188  0.35
H -4.854620 7.466751 -6.805767  0.35
H -3.537725 6.791648 -4.813605  0.36
H -3.912179 4.569794 -3.773440  0.44
H -5.609060 3.026556 -4.720834  0.44

Atoms 1-6, force components in eV/Å:
-2.23 -8.53 -4.69
4.17 7.89 2.79
0.10 0.29 0.47
0.36 -0.50 -0.66
0.29 -0.23 -0.18
0.01 1.66 0.23